# C33H51BN10O2Ti

A molecular structure, C33H51BN10O2Ti (ωB97M-V with the def2-TZVPD basis set, OMol25).

The HOMO energy (alpha / beta) is 0.62 / -0.43 eV. The net charge is -2. The total energy comes out at -77841.463 eV. As for the spin multiplicity: 3. As for the orbital gap (alpha / beta): 3.57 / 4.62 eV.

Positions of all 98 atoms, in Å:
1 Ti -0.86 0.45 0.50
2 C 0.09 -4.97 -0.74
3 C -0.15 -3.85 0.22
4 C -0.62 -3.94 1.50
5 C -0.64 -2.61 1.98
6 N -0.24 -1.78 1.03
7 N 0.10 -2.55 -0.05
8 B 0.95 -2.06 -1.23
9 N 0.22 -0.96 -2.05
10 N -1.05 -0.57 -1.75
11 C -1.58 -0.10 -2.88
12 C -0.61 -0.12 -3.91
13 C 0.50 -0.69 -3.34
14 C 1.81 -1.03 -3.96
15 C -3.03 0.31 -3.03
16 C -3.16 1.84 -3.08
17 C -3.86 -0.27 -1.89
18 C -3.55 -0.27 -4.35
19 N 2.38 -1.66 -0.79
20 N 2.59 -0.65 0.08
21 C 3.87 -0.66 0.40
22 C 4.53 -1.71 -0.29
23 C 3.54 -2.32 -1.03
24 C 3.68 -3.52 -1.92
25 C 4.45 0.34 1.37
26 C 3.52 0.47 2.58
27 C 5.83 -0.12 1.83
28 C 4.59 1.71 0.68
29 C -1.04 -2.21 3.38
30 C -2.57 -2.22 3.50
31 C -0.50 -0.83 3.77
32 C -0.46 -3.24 4.36
33 H -0.32 -5.89 -0.32
34 H -0.39 -4.79 -1.71
35 H 1.15 -5.13 -0.93
36 H -0.91 -4.84 2.02
37 H 1.10 -3.00 -1.97
38 H -0.72 0.21 -4.93
39 H 1.84 -0.65 -4.99
40 H 2.65 -0.61 -3.41
41 H 1.95 -2.12 -3.99
42 H -2.84 2.27 -2.13
43 H -2.55 2.25 -3.89
44 H -4.21 2.12 -3.26
45 H -3.47 0.03 -0.92
46 H -4.89 0.07 -1.97
47 H -3.85 -1.36 -1.92
48 H -3.04 0.16 -5.22
49 H -3.43 -1.35 -4.38
50 H -4.62 -0.04 -4.45
51 H 5.56 -2.00 -0.24
52 H 4.67 -3.95 -1.77
53 H 2.94 -4.28 -1.70
54 H 3.58 -3.26 -2.98
55 H 3.47 -0.49 3.12
56 H 3.89 1.24 3.26
57 H 2.50 0.73 2.29
58 H 5.77 -1.11 2.29
59 H 6.54 -0.17 1.00
60 H 6.22 0.58 2.57
61 H 3.61 2.08 0.37
62 H 5.02 2.44 1.38
63 H 5.24 1.63 -0.19
64 H -3.00 -1.50 2.80
65 H -2.97 -3.21 3.28
66 H -2.87 -1.94 4.51
67 H -0.73 -0.65 4.82
68 H -0.95 -0.03 3.19
69 H 0.58 -0.77 3.63
70 H -0.85 -4.24 4.17
71 H 0.63 -3.27 4.29
72 H -0.73 -2.96 5.38
73 N 0.66 1.74 -0.67
74 N 1.28 2.65 0.21
75 C 0.92 2.57 1.60
76 O 1.37 3.47 2.31
77 O 0.25 1.55 1.95
78 H 1.35 1.32 -1.27
79 H -0.08 2.19 -1.22
80 H 1.28 3.61 -0.09
81 C -2.97 0.63 1.48
82 H -3.84 -0.04 1.39
83 H -2.82 0.83 2.55
84 N -3.37 3.16 1.64
85 C -3.23 1.95 0.77
86 N -2.09 2.30 -0.09
87 C -2.04 3.65 -0.12
88 C -1.35 4.52 -0.97
89 C -1.46 5.91 -0.78
90 C -2.26 6.44 0.20
91 C -2.98 5.58 1.07
92 C -2.86 4.22 0.90
93 H -4.29 3.28 2.05
94 H -4.15 1.88 0.15
95 H -0.74 4.13 -1.78
96 H -0.92 6.58 -1.45
97 H -2.34 7.52 0.33
98 H -3.59 5.98 1.87

Löwdin population analysis, charges in e, atoms 1 to 2: number 1, Ti, carries 0.820; number 2, C, carries -0.040